(1)
A single C21H20ClN5O molecule, computed with wB97M-V/def2-TZVPD.

## Properties
Energy above the lowest of the compared OMol25 structures with the same formula, charge and spin, kcal per mole: 42.5
SMILES string: C=CCn1cc(-c2n[nH]c3c2CN(C(=O)C2(c4ccccc4Cl)CC2)C3)cn1
HOMO energy, eV: -8.3

Bonds (Å) are listed after each position.
Geometry (Å):
1 C -7.142 0.346 0.740  C2 1.319, H29 1.082, H30 1.085
2 C -6.754 1.163 -0.220  C1 1.319, C3 1.497, H31 1.086
3 C -5.830 2.320 0.001  C2 1.497, N4 1.451, H32 1.090, H33 1.091
4 N -4.668 2.263 -0.866  C3 1.451, C5 1.344, N28 1.341
5 C -3.515 1.609 -0.645  N4 1.344, C6 1.375, H34 1.078
6 C -2.743 1.759 -1.774  C5 1.375, C7 1.455, C27 1.413
7 C -1.403 1.240 -2.001  C6 1.455, N8 1.331, C11 1.416
8 N -0.774 1.441 -3.156  C7 1.331, N9 1.351
9 N 0.427 0.835 -3.030  N8 1.351, C10 1.339, H35 1.004
10 C 0.562 0.265 -1.827  N9 1.339, C11 1.358, C26 1.489
11 C -0.578 0.493 -1.125  C7 1.416, C10 1.358, C12 1.490
12 C -0.505 -0.119 0.231  C11 1.490, N13 1.479, H36 1.093, H37 1.092
13 N 0.846 -0.720 0.185  C12 1.479, C14 1.357, C26 1.474
14 C 1.231 -1.493 1.231  N13 1.357, O15 1.224, C16 1.519
15 O 0.472 -1.674 2.174  C14 1.224
16 C 2.613 -2.119 1.179  C14 1.519, C17 1.497, C24 1.499, C25 1.506
17 C 3.760 -1.162 1.086  C16 1.497, C18 1.398, C22 1.392
18 C 3.857 -0.251 2.142  C17 1.398, C19 1.380, H38 1.085
19 C 4.855 0.699 2.214  C18 1.380, C20 1.386, H39 1.082
20 C 5.816 0.756 1.217  C19 1.386, C21 1.380, H40 1.082
21 C 5.754 -0.131 0.161  C20 1.380, C22 1.389, H41 1.081
22 C 4.733 -1.070 0.095  C17 1.392, C21 1.389, Cl23 1.746
23 Cl 4.736 -2.091 -1.321  C22 1.746
24 C 2.772 -3.247 2.153  C16 1.499, C25 1.489, H42 1.081, H43 1.078
25 C 2.664 -3.546 0.698  C16 1.506, C24 1.489, H44 1.082, H45 1.078
26 C 1.585 -0.511 -1.073  C10 1.489, N13 1.474, H46 1.092, H47 1.091
27 C -3.546 2.532 -2.642  C6 1.413, N28 1.324, H48 1.076
28 N -4.709 2.827 -2.082  N4 1.341, C27 1.324
29 H -7.821 -0.473 0.542  C1 1.082
30 H -6.798 0.469 1.761  C1 1.085
31 H -7.099 1.027 -1.240  C2 1.086
32 H -6.326 3.264 -0.225  C3 1.090
33 H -5.492 2.345 1.038  C3 1.091
34 H -3.337 1.091 0.283  C5 1.078
35 H 1.073 0.863 -3.799  N9 1.004
36 H -0.571 0.597 1.054  C12 1.093
37 H -1.250 -0.896 0.415  C12 1.092
38 H 3.111 -0.313 2.927  C18 1.085
39 H 4.889 1.386 3.049  C19 1.082
40 H 6.612 1.488 1.257  C20 1.082
41 H 6.491 -0.100 -0.630  C21 1.081
42 H 3.747 -3.351 2.609  C24 1.081
43 H 1.932 -3.439 2.802  C24 1.078
44 H 1.736 -3.962 0.329  C25 1.082
45 H 3.543 -3.879 0.170  C25 1.078
46 H 1.846 -1.461 -1.543  C26 1.092
47 H 2.506 0.054 -0.912  C26 1.091
48 H -3.304 2.877 -3.632  C27 1.076

=====

(2)
A single C21H24FN5 molecule in a non-equilibrium geometry, computed with wB97M-V/def2-TZVPD.

## Properties
HOMO energy, eV: -7.6

Bonds (Å) are listed after each position.
Geometry (Å):
1 C -5.618 -0.398 -2.662  C2 1.434, H49 1.050, H50 0.948, H51 1.200
2 C -5.281 -0.033 -1.317  C1 1.434, N3 1.342, C7 1.680
3 N -4.019 0.287 -0.992  C2 1.342, C4 1.292
4 C -3.822 0.508 0.266  N3 1.292, C5 1.339, N11 1.337
5 C -4.861 0.495 1.111  C4 1.339, C6 1.404, H10 1.254
6 C -6.247 0.349 0.945  C5 1.404, C7 1.300, H9 1.004
7 C -6.578 -0.048 -0.248  C2 1.680, C6 1.300, H8 1.122
8 H -7.523 -0.093 -0.850  C7 1.122
9 H -7.037 0.556 1.529  C6 1.004
10 H -4.625 0.913 2.269  C5 1.254
11 N -2.621 1.021 0.555  C4 1.337, C12 1.534, C17 1.569
12 C -1.680 0.605 -0.582  N11 1.534, H13 1.028, C14 1.625, H48 0.897
13 H -0.777 1.096 -0.566  C12 1.028
14 C -0.944 -0.788 -0.183  C12 1.625, N15 1.308, H46 1.128, H47 1.183
15 N -0.426 -1.041 0.991  C14 1.308, C16 1.666, C22 1.472
16 C -1.466 -0.661 2.236  N15 1.666, C17 1.398, H20 1.014, H21 0.912
17 C -1.942 0.612 1.910  N11 1.569, C16 1.398, H18 1.125, H19 1.062
18 H -1.214 1.467 1.979  C17 1.125
19 H -2.604 1.129 2.560  C17 1.062
20 H -2.245 -1.308 2.183  C16 1.014
21 H -0.988 -0.685 3.012  C16 0.912
22 C 0.775 -0.319 1.442  N15 1.472, C23 1.615, H44 1.031, H45 1.150
23 C 1.912 -1.076 0.581  C22 1.615, C24 1.433, C27 1.393
24 C 1.858 -2.506 0.503  C23 1.433, N25 1.618, H43 1.132
25 N 3.051 -2.696 -0.573  C24 1.618, N26 1.240, C27 1.828, C39 1.490
26 N 3.878 -1.771 -0.574  N25 1.240, C27 1.222
27 C 3.137 -0.941 -0.069  C23 1.393, N25 1.828, N26 1.222, C28 1.795
28 C 3.746 0.744 -0.181  C27 1.795, C29 1.266, C33 1.390
29 C 2.925 1.657 -0.491  C28 1.266, C30 1.432, F38 1.235
30 C 3.606 2.912 -0.607  C29 1.432, C31 1.360, H37 1.218
31 C 4.904 3.229 -0.353  C30 1.360, C32 1.454, H36 1.175
32 C 5.598 2.001 0.002  C31 1.454, C33 1.313, H35 1.115
33 C 5.075 0.817 0.221  C28 1.390, C32 1.313, H34 1.181
34 H 5.590 -0.207 0.507  C33 1.181
35 H 6.631 2.085 0.412  C32 1.115
36 H 5.388 4.299 -0.320  C31 1.175
37 H 3.005 3.783 -1.210  C30 1.218
38 F 1.720 1.575 -0.748  C29 1.235
39 C 3.464 -4.116 -0.760  N25 1.490, H40 0.981, H41 0.997, H42 1.252
40 H 4.330 -3.910 -1.171  C39 0.981
41 H 2.845 -4.656 -1.324  C39 0.997
42 H 3.448 -4.770 0.308  C39 1.252
43 H 1.099 -3.335 0.638  C24 1.132
44 H 1.095 -0.603 2.381  C22 1.031
45 H 0.821 0.705 0.920  C22 1.150
46 H -1.594 -1.695 -0.349  C14 1.128
47 H -0.093 -1.184 -0.902  C14 1.183
48 H -1.935 0.379 -1.411  C12 0.897
49 H -6.160 -1.262 -2.912  C1 1.050
50 H -4.849 -0.404 -3.216  C1 0.948
51 H -6.261 0.402 -3.283  C1 1.200

=====

(3)
A single C6H8O2 molecule in a non-equilibrium geometry, computed with wB97M-V/def2-TZVPD.

## Properties
Energy above the lowest of the compared OMol25 structures with the same formula, charge and spin, kcal per mole: 167.6
SMILES string: O[C@]12CC=C[C@@H]1OC2
HOMO energy, eV: -9.0

Bonds (Å) are listed after each position.
Geometry (Å):
1 O -1.402 -0.336 0.730  C2 1.401, H9 1.140
2 C -0.200 0.334 0.465  O1 1.401, C3 1.586, C6 1.426, C8 1.767
3 C -0.485 0.875 -0.998  C2 1.586, C4 1.624, H10 1.077, H11 1.072
4 C -0.352 -0.483 -1.879  C3 1.624, C5 1.464, H12 1.126
5 C 0.306 -1.493 -1.048  C4 1.464, C6 1.602, H13 1.073
6 C 0.855 -0.567 0.138  C2 1.426, C5 1.602, O7 1.403, H14 1.042
7 O 1.114 -0.896 1.477  C6 1.403, C8 1.448
8 C 0.751 0.422 1.951  C2 1.767, O7 1.448, H15 1.218, H16 0.992
9 H -2.410 0.197 0.710  O1 1.140
10 H 0.335 1.573 -1.047  C3 1.077
11 H -1.175 1.639 -1.300  C3 1.072
12 H -1.157 -0.446 -2.666  C4 1.126
13 H 0.438 -2.533 -1.275  C5 1.073
14 H 1.575 0.057 -0.284  C6 1.042
15 H 1.604 1.239 2.248  C8 1.218
16 H 0.203 0.418 2.778  C8 0.992

=====

| no. | lowest unoccupied orbital energy (eV) |
| --- | --- |
| 1 | 0.518 |
| 2 | 0.707 |
| 3 | 0.704 |